[1]
C32H27ClCsN5PSe2 | ωB97M-V/def2-TZVPD

Calculated values
E_LUMO in eV: -2.4
E_tot in Eh: -7133.76745
Relative energy (zero: lowest compared OMol25 entry of this formula, charge and spin) in kcal/mol: 24.6
2S+1: 1
Total charge: +1
HOMO level in eV: -10.686
Molar mass in g mol⁻¹: 838.86

Last column: Mulliken charge in e.
Geometry (Å):
1 Cs 13.15 16.09 8.08  1.166
2 Cl 17.17 15.48 7.16  -0.082
3 C 17.58 13.73 7.06  0.486
4 C 18.88 13.46 6.74  -0.697
5 C 19.33 12.18 6.81  -0.301
6 C 18.48 11.15 7.20  -0.922
7 C 17.16 11.44 7.48  -0.183
8 C 16.66 12.73 7.43  -0.189
9 P 14.83 12.99 7.66  0.422
10 C 14.26 11.61 6.64  0.561
11 C 14.19 11.84 5.26  -0.867
12 C 13.94 10.91 4.30  -0.691
13 C 13.65 9.64 4.76  -0.541
14 C 13.74 9.32 6.11  -0.630
15 C 14.00 10.28 7.07  -0.234
16 C 14.42 12.50 9.43  0.764
17 C 13.08 12.21 9.75  -0.062
18 C 12.60 12.42 11.03  -1.008
19 C 13.51 12.78 12.06  -0.424
20 C 14.86 12.98 11.80  -0.817
21 C 15.25 12.96 10.46  -0.496
22 H 19.56 14.19 6.38  0.472
23 H 20.42 11.94 6.57  0.301
24 H 18.80 10.11 7.13  0.400
25 H 16.51 10.66 7.83  0.409
26 H 14.37 12.84 4.94  0.415
27 H 13.98 11.20 3.27  0.470
28 H 13.43 8.86 4.05  0.407
29 H 13.55 8.28 6.45  0.378
30 H 14.04 10.04 8.16  0.386
31 H 12.35 11.86 9.05  0.316
32 H 11.60 12.17 11.34  0.496
33 H 13.11 12.79 13.07  0.367
34 H 15.65 13.10 12.52  0.458
35 H 16.30 13.07 10.23  0.376
36 Se 11.59 19.67 8.29  -0.038
37 Se 12.99 20.78 6.80  0.007
38 C 14.73 20.07 7.24  0.486
39 C 15.82 20.83 6.73  -0.631
40 C 17.07 20.40 6.94  -0.442
41 C 17.31 19.28 7.74  -0.608
42 C 16.21 18.66 8.27  -0.620
43 N 14.91 18.98 7.97  -0.078
44 C 10.44 18.65 7.12  0.104
45 C 9.04 18.89 7.14  -0.378
46 C 8.18 18.04 6.46  -0.292
47 C 8.69 17.03 5.71  -0.542
48 C 10.08 16.83 5.80  -0.338
49 N 10.93 17.61 6.51  -0.231
50 H 15.62 21.70 6.18  0.384
51 H 17.90 20.99 6.63  0.443
52 H 18.28 18.93 7.94  0.462
53 H 16.33 17.79 8.92  0.635
54 H 8.63 19.69 7.74  0.373
55 H 7.10 18.13 6.48  0.398
56 H 8.08 16.31 5.15  0.406
57 H 10.50 15.96 5.30  0.458
58 N 10.33 11.21 6.17  -0.291
59 C 9.95 12.29 6.90  0.641
60 C 10.82 13.31 7.32  0.028
61 N 10.39 14.39 7.91  -0.050
62 C 9.05 14.50 8.08  -0.586
63 C 8.24 13.47 7.75  -0.172
64 N 8.67 12.35 7.17  -0.645
65 H 11.18 11.09 5.64  0.130
66 H 9.68 10.50 6.02  0.232
67 H 11.88 13.13 7.21  -0.013
68 H 8.68 15.44 8.42  0.488
69 H 7.15 13.60 7.90  0.376



[2]
C23H42N4O6STi | ωB97M-V/def2-TZVPD

Calculated values
E_LUMO (spin up / spin down) in eV: -4.4 / -4.5
E_tot in Eh: -2819.25766
Relative energy (zero: lowest compared OMol25 entry of this formula, charge and spin) in kcal/mol: 0.0
2S+1: 3
Total charge: +2
HOMO level (spin up / spin down) in eV: -12.555 / -12.956
Molar mass in g mol⁻¹: 550.55

Last column: Mulliken charge in e.
Geometry (Å):
1 Ti 0.40 -0.19 -1.56  0.342
2 C 1.55 -2.83 -2.66  -0.589
3 C 1.25 -3.11 -1.19  -0.564
4 O 0.28 -2.19 -0.67  -0.281
5 C -1.12 -2.55 -0.75  -0.597
6 C -1.74 -2.31 -2.13  -0.634
7 O -1.14 -1.11 -2.67  0.174
8 C -1.95 -0.15 -3.37  -0.502
9 C -0.97 0.81 -4.02  -0.693
10 O -0.12 1.36 -2.99  -0.304
11 C 1.03 2.06 -3.49  -0.629
12 C 2.02 2.20 -2.35  -0.769
13 O 2.29 0.94 -1.71  -0.038
14 C 3.39 0.13 -2.19  -0.313
15 C 2.93 -0.84 -3.26  -0.737
16 O 1.67 -1.41 -2.87  0.189
17 H 0.74 -3.17 -3.30  0.238
18 H 2.46 -3.35 -2.96  0.599
19 H 2.14 -2.95 -0.58  0.218
20 H 0.92 -4.14 -1.06  0.498
21 H -1.61 -1.91 -0.02  0.100
22 H -1.26 -3.59 -0.45  0.512
23 H -2.81 -2.17 -2.00  0.479
24 H -1.55 -3.12 -2.83  0.408
25 H -2.62 0.34 -2.66  0.215
26 H -2.54 -0.64 -4.15  0.497
27 H -1.51 1.61 -4.53  0.422
28 H -0.34 0.29 -4.74  0.409
29 H 0.74 3.06 -3.84  0.505
30 H 1.44 1.51 -4.34  0.341
31 H 1.61 2.83 -1.57  0.278
32 H 2.95 2.64 -2.71  0.526
33 H 3.74 -0.40 -1.30  0.028
34 H 4.19 0.77 -2.56  0.519
35 H 3.68 -1.62 -3.41  0.582
36 H 2.77 -0.34 -4.21  0.224
37 C -6.72 -0.63 2.11  -1.145
38 N -5.48 -0.56 1.35  -0.193
39 C -5.00 0.38 0.53  0.454
40 S -3.47 0.10 -0.21  -0.612
41 N -5.63 1.52 0.26  -0.205
42 C -6.90 2.09 0.68  -0.803
43 H -6.72 -1.59 2.62  0.363
44 H -7.59 -0.58 1.47  0.382
45 H -6.77 0.15 2.88  0.364
46 H -4.85 -1.33 1.44  0.212
47 H -5.11 2.08 -0.41  0.180
48 H -7.37 1.51 1.47  0.300
49 H -7.59 2.14 -0.16  0.310
50 H -6.74 3.10 1.06  0.304
51 C 4.48 -0.42 1.69  -0.781
52 C 3.94 0.80 2.42  -0.839
53 N 3.12 0.46 3.58  0.223
54 C 3.82 -0.08 4.76  -0.825
55 C 3.49 -1.55 5.00  -1.069
56 C 1.82 0.79 3.74  0.357
57 O 1.24 0.72 4.81  -0.609
58 C 1.04 1.30 2.56  -0.203
59 C 0.29 2.47 2.69  -0.535
60 C -0.54 2.86 1.65  -1.309
61 C -0.62 2.07 0.52  -0.305
62 N 0.07 0.93 0.40  0.739
63 C 0.87 0.56 1.40  -0.082
64 H 5.12 -0.10 0.86  0.400
65 H 3.67 -1.04 1.30  -0.023
66 H 5.08 -1.04 2.35  0.445
67 H 3.35 1.43 1.75  0.433
68 H 4.77 1.42 2.76  0.404
69 H 3.53 0.51 5.62  0.436
70 H 4.88 0.06 4.59  0.419
71 H 2.42 -1.67 5.19  0.315
72 H 4.03 -1.91 5.88  0.389
73 H 3.78 -2.17 4.15  0.260
74 H 0.36 3.03 3.61  0.562
75 H -1.12 3.77 1.72  0.478
76 H -1.27 2.34 -0.30  0.588
77 H 1.39 -0.39 1.29  0.566



[3]
C2H6N3O2 | ωB97M-V/def2-TZVPD

Calculated values
E_LUMO (spin up / spin down) in eV: 4.3 / 4.3
E_tot in Eh: -394.39767
Relative energy (zero: lowest compared OMol25 entry of this formula, charge and spin) in kcal/mol: 164.7
2S+1: 1
Total charge: -1
HOMO level (spin up / spin down) in eV: -2.653 / -2.653
Molar mass in g mol⁻¹: 104.09

Last column: Mulliken charge in e.
Geometry (Å):
1 C 1.97 -1.50 0.79  -0.589
2 C -1.79 1.45 -1.16  -0.602
3 N -0.49 1.24 0.78  -0.685
4 N 1.36 -0.21 1.02  -0.818
5 N 0.16 -0.15 0.61  1.220
6 O -0.49 -1.07 0.07  -0.743
7 O -1.77 1.18 0.23  -0.228
8 H 1.95 -1.78 -0.27  0.221
9 H 1.47 -2.31 1.35  0.207
10 H 3.01 -1.43 1.13  0.291
11 H -1.92 0.52 -1.73  0.198
12 H -0.85 1.93 -1.46  0.287
13 H -2.62 2.13 -1.36  0.240



[4]
C11H6BrCoNO5 | ωB97M-V/def2-TZVPD

Calculated values
E_LUMO (spin up / spin down) in eV: -4.2 / -6.3
E_tot in Eh: -4810.22485
Relative energy (zero: lowest compared OMol25 entry of this formula, charge and spin) in kcal/mol: 0.5
2S+1: 5
Total charge: +1
HOMO level (spin up / spin down) in eV: -12.537 / -12.491
Molar mass in g mol⁻¹: 371.01

Last column: Mulliken charge in e.
Geometry (Å):
1 Co 0.58 -1.01 1.25  0.282
2 O 2.85 -4.94 -2.77  -0.418
3 C 2.41 -4.17 -1.98  0.417
4 C 3.14 -2.94 -1.39  0.080
5 O 4.26 -2.57 -1.62  -0.433
6 C 2.15 -2.29 -0.47  1.061
7 C 0.91 -3.01 -0.47  1.059
8 O -0.05 -2.61 0.25  -0.773
9 C 0.98 -4.20 -1.39  0.081
10 O 0.10 -4.98 -1.62  -0.433
11 O 2.28 -1.26 0.25  -0.773
12 C -2.02 3.50 -1.03  -1.358
13 C -1.56 2.70 0.15  0.587
14 C -1.79 3.10 1.46  -0.171
15 C -1.35 2.34 2.54  -0.664
16 C -0.68 1.19 2.22  0.970
17 Br 0.02 -0.04 3.50  -0.070
18 N -0.44 0.76 0.98  -0.615
19 C -0.87 1.51 -0.04  -0.189
20 H -2.54 4.40 -0.71  0.362
21 H -2.70 2.92 -1.65  0.348
22 H -1.18 3.80 -1.65  0.347
23 H -2.32 4.02 1.66  0.391
24 H -1.52 2.63 3.57  0.424
25 H -0.65 1.13 -1.03  0.487



[5]
C11H22BBr14O6PSi2 | ωB97M-V/def2-TZVPD

Calculated values
E_LUMO in eV: -0.4
E_tot in Eh: -37865.01699
2S+1: 1
HOMO level in eV: -8.531
Molar mass in g mol⁻¹: 1466.90

Last column: Mulliken charge in e.
Geometry (Å):
1 C 3.11 -2.17 3.44  -0.843
2 B 2.72 -2.71 1.94  0.739
3 O 3.02 -4.12 1.60  -0.558
4 Si 1.91 -1.43 0.68  -0.302
5 C 3.42 -0.81 -0.42  -0.679
6 C 4.20 0.46 0.27  0.049
7 C 5.69 0.02 0.88  -0.992
8 Br 4.63 1.73 -1.27  -0.218
9 O 1.22 -0.16 1.68  -0.148
10 Si 0.41 1.08 0.73  0.743
11 O 1.20 1.49 -0.78  -0.409
12 C -1.45 0.75 0.37  -0.725
13 C -2.35 0.45 1.73  -0.509
14 O -2.08 -0.94 2.13  -0.197
15 C -3.36 -1.69 2.32  0.197
16 O -4.36 -1.21 3.10  -0.513
17 P 0.51 2.94 1.98  0.024
18 O 0.06 2.35 3.59  -0.524
19 Br -0.99 4.49 1.24  -0.163
20 H 3.99 -1.37 3.40  0.242
21 H 2.20 -1.74 4.05  0.268
22 H 3.55 -3.08 4.08  0.222
23 H 2.77 -4.28 0.64  0.280
24 H 0.91 -2.17 -0.11  -0.149
25 H 2.98 -0.54 -1.47  0.319
26 H 4.12 -1.77 -0.54  0.371
27 H 3.58 0.99 1.12  0.195
28 H 6.42 0.06 -0.03  0.389
29 H 5.95 0.81 1.70  0.294
30 H 5.63 -1.07 1.32  0.239
31 H 1.24 2.50 -0.92  0.399
32 H -1.62 -0.14 -0.40  0.456
33 H -1.94 1.70 -0.16  0.418
34 H -2.07 1.16 2.63  0.137
35 H -3.49 0.67 1.45  0.364
36 H -3.44 -2.70 1.69  0.321
37 H 0.49 2.95 4.30  0.334
38 C -0.88 0.88 -3.75  -0.517
39 Br -0.32 1.23 -1.92  0.280
40 Br -0.71 -1.00 -4.22  -0.011
41 Br -2.67 1.56 -4.10  -0.146
42 H -0.20 1.44 -4.41  0.392
43 C -3.88 7.28 -0.77  -0.330
44 Br -3.32 7.62 1.06  -0.044
45 Br -3.71 5.40 -1.24  0.004
46 Br -5.67 7.95 -1.12  -0.035
47 H -3.20 7.83 -1.43  0.381
48 C 1.97 -3.71 -5.84  -0.377
49 Br 2.66 -2.98 -4.17  0.055
50 Br 0.02 -3.75 -5.86  -0.058
51 Br 2.69 -2.78 -7.39  -0.009
52 H 2.31 -4.75 -5.90  0.351
53 C -6.72 -2.89 0.72  -0.141
54 Br -5.82 -2.09 -0.81  0.007
55 Br -8.61 -2.43 0.78  -0.021
56 Br -6.45 -4.82 0.78  -0.011
57 H -6.26 -2.48 1.62  0.158



[6]
C8H14N2 | ωB97M-V/def2-TZVPD

Calculated values
E_LUMO in eV: 0.8
E_tot in Eh: -422.70773
Relative energy (zero: lowest compared OMol25 entry of this formula, charge and spin) in kcal/mol: 23.5
2S+1: 1
HOMO level in eV: -8.500
Molar mass in g mol⁻¹: 138.21

Last column: Mulliken charge in e.
Geometry (Å):
1 C -1.04 -0.63 -1.21  -0.258
2 C 0.11 -1.20 -0.80  0.733
3 C -1.22 0.63 -2.00  -1.180
4 C 0.09 -2.48 -0.01  -1.375
5 C 1.48 -0.65 -1.06  -1.108
6 H -1.97 -1.15 -0.94  0.319
7 H -0.26 1.11 -2.24  0.237
8 H -1.83 1.35 -1.42  0.307
9 H -1.75 0.41 -2.94  0.384
10 H 0.65 -3.26 -0.55  0.381
11 H 0.56 -2.33 0.97  0.317
12 H -0.94 -2.83 0.15  0.308
13 H 2.07 -1.40 -1.62  0.398
14 H 1.46 0.29 -1.64  0.167
15 H 1.99 -0.46 -0.10  0.346
16 N -0.06 1.62 3.12  -0.661
17 C -0.52 0.59 2.43  -0.164
18 C 0.56 2.43 2.20  -0.575
19 C 0.47 1.89 0.94  -0.166
20 N -0.22 0.71 1.10  0.162
21 H -1.07 -0.26 2.83  0.364
22 H 1.04 3.37 2.49  0.370
23 H 0.83 2.22 -0.04  0.324
24 H -0.46 0.05 0.37  0.369



[7]
C13H44AlN6O3P4S | ωB97M-V/def2-TZVPD

Calculated values
E_LUMO in eV: -0.5
E_tot in Eh: -3081.68568
2S+1: 1
Total charge: -1
HOMO level in eV: -3.672
Molar mass in g mol⁻¹: 515.48

Last column: Mulliken charge in e.
Geometry (Å):
1 C -1.31 -6.05 2.66  -0.796
2 P -0.54 -6.13 4.42  0.178
3 O -1.60 -5.32 5.59  -0.580
4 Al -0.52 -8.36 5.21  0.240
5 P 0.48 -8.24 7.34  0.008
6 S 2.41 -8.42 7.02  -0.522
7 H -2.19 -5.27 2.67  0.189
8 H -0.44 -5.71 1.92  0.192
9 H -1.64 -7.14 2.35  0.316
10 H -1.64 -5.94 6.40  0.254
11 H 0.31 -9.23 4.17  -0.217
12 H -2.00 -8.96 5.25  -0.263
13 H 0.30 -6.87 7.85  0.025
14 H 0.02 -9.24 8.26  0.052
15 O 0.91 -1.96 0.64  -0.703
16 P 0.57 -0.75 1.54  0.841
17 N -0.19 -1.79 2.64  0.258
18 C -1.49 -1.78 3.27  -0.675
19 C 0.73 -2.61 3.44  -0.739
20 N -0.45 -0.09 0.31  0.367
21 C -1.87 0.21 0.37  -1.230
22 C -0.18 -0.54 -1.08  -1.163
23 N 0.18 0.64 2.58  0.058
24 C 1.31 0.97 3.46  -1.168
25 C -1.03 1.13 3.19  -1.201
26 H -1.47 -1.29 4.24  0.307
27 H -1.85 -2.81 3.43  0.070
28 H -2.26 -1.32 2.66  0.154
29 H 1.20 -2.01 4.23  0.238
30 H 1.52 -3.04 2.83  0.287
31 H 0.22 -3.46 3.92  -0.053
32 H -2.45 -0.58 0.85  0.341
33 H -2.33 0.33 -0.62  0.444
34 H -2.04 1.18 0.83  0.291
35 H -0.61 -1.53 -1.26  0.344
36 H 0.90 -0.58 -1.28  0.319
37 H -0.59 0.15 -1.82  0.363
38 H 1.32 0.30 4.34  0.352
39 H 1.26 2.00 3.83  0.375
40 H 2.26 0.85 2.94  0.338
41 H -1.08 0.90 4.27  0.412
42 H -1.96 0.77 2.77  0.462
43 H -1.07 2.23 3.10  0.239
44 O 0.37 1.92 -3.29  -0.650
45 P 0.00 3.22 -4.05  0.729
46 N 1.16 2.86 -5.23  0.239
47 C 2.25 3.61 -5.81  -0.957
48 C 0.79 1.77 -6.14  -1.035
49 N 0.56 4.18 -2.73  0.134
50 C 1.61 5.19 -2.71  -1.076
51 C 0.60 3.52 -1.40  -1.030
52 N -0.42 4.71 -4.93  -0.001
53 C -1.58 4.49 -5.81  -1.126
54 C 0.34 5.83 -5.45  -1.164
55 H 1.95 4.12 -6.72  0.345
56 H 3.09 2.95 -6.07  0.301
57 H 2.69 4.34 -5.13  0.228
58 H 0.06 2.11 -6.88  0.259
59 H 0.35 0.93 -5.60  0.239
60 H 1.65 1.37 -6.69  0.358
61 H 2.50 4.87 -3.24  0.306
62 H 1.96 5.42 -1.70  0.439
63 H 1.24 6.15 -3.06  0.269
64 H 1.49 2.89 -1.31  0.339
65 H -0.29 2.90 -1.24  0.215
66 H 0.61 4.24 -0.58  0.493
67 H -1.26 4.01 -6.75  0.324
68 H -2.08 5.43 -6.06  0.378
69 H -2.32 3.84 -5.33  0.333
70 H 0.47 5.77 -6.54  0.398
71 H 1.34 5.96 -5.03  0.448
72 H -0.20 6.76 -5.24  0.258



[8]
C12H11AuBBrF3N5S | ωB97M-V/def2-TZVPD

Calculated values
E_LUMO (spin up / spin down) in eV: -3.2 / -2.6
E_tot in Eh: -4170.00224
Relative energy (zero: lowest compared OMol25 entry of this formula, charge and spin) in kcal/mol: 37.1
2S+1: 1
HOMO level (spin up / spin down) in eV: -8.228 / -8.562
Molar mass in g mol⁻¹: 602.00

Last column: Mulliken charge in e.
Geometry (Å):
1 Au -0.19 0.09 0.31  1.051
2 B 2.23 -0.45 3.02  0.032
3 N 0.75 -0.19 3.28  0.289
4 C 0.30 -0.06 4.53  -0.315
5 C -1.06 0.17 4.50  -0.788
6 C -1.38 0.16 3.15  -0.070
7 N -0.28 -0.06 2.44  -0.368
8 N 2.66 -0.54 1.56  0.203
9 C 3.94 -0.73 1.24  -0.300
10 C 4.06 -0.77 -0.13  -0.878
11 C 2.76 -0.59 -0.59  0.318
12 N 1.93 -0.46 0.45  -0.437
13 H 2.84 0.45 3.52  -0.063
14 H 2.52 -1.48 3.56  -0.088
15 H 0.97 -0.14 5.36  0.442
16 H -1.72 0.32 5.33  0.396
17 H -2.33 0.29 2.67  0.371
18 H 4.68 -0.83 2.01  0.459
19 H 4.94 -0.89 -0.72  0.393
20 H 2.39 -0.55 -1.59  0.064
21 F -4.47 1.75 -2.45  -0.208
22 C -4.17 0.60 -3.05  0.599
23 F -4.67 0.68 -4.30  -0.299
24 F -4.86 -0.37 -2.44  -0.216
25 C -2.69 0.33 -3.06  -0.159
26 C -2.00 0.24 -4.26  -0.106
27 C -0.63 -0.01 -4.24  -1.015
28 C 0.00 -0.14 -3.02  0.069
29 N -0.65 -0.04 -1.88  -0.435
30 C -1.98 0.18 -1.86  0.757
31 S -2.62 0.28 -0.28  -0.374
32 H -2.52 0.37 -5.19  0.519
33 H -0.06 -0.08 -5.16  0.399
34 H 1.06 -0.34 -2.96  0.333
35 Br 0.26 2.80 0.24  -0.576